1.
Molecular formula: C19H37BBr8ClNO11P3
Method: DFT, ωB97M-V/def2-TZVPD

HOMO-LUMO gap, eV: 7.13
Charge: -1
Energy, a.u.: -23729.6920

Cartesian coordinates (Å):
1 Br -5.302 4.559 2.384
2 Br 1.288 -5.667 -6.088
3 Br 2.065 -3.920 6.232
4 Br -7.364 4.966 -0.653
5 Br 3.848 -2.348 -10.236
6 Br -0.343 -2.354 -6.145
7 Br 4.127 -4.327 9.269
8 Br 3.701 -1.031 -6.788
9 Cl -4.468 1.181 -0.584
10 P -0.888 1.201 4.722
11 P 2.141 -0.040 2.527
12 P -2.993 -0.351 3.013
13 O 0.082 -1.974 -1.737
14 O -2.034 -3.189 -2.293
15 O -0.444 0.212 5.880
16 O 0.277 2.535 4.587
17 O -2.580 3.004 0.213
18 O 2.239 5.781 -0.367
19 O -0.804 1.397 2.077
20 O -0.396 -0.805 2.611
21 O -2.411 2.000 5.168
22 O 1.644 3.651 -1.303
23 O -2.879 -1.933 3.301
24 N 2.473 -1.212 3.625
25 C -0.587 -5.193 -5.834
26 C 4.563 -3.481 7.567
27 C -1.171 -2.187 -2.476
28 C 0.675 2.547 -1.191
29 C -2.720 1.714 -0.097
30 C -0.028 -2.455 -0.330
31 C 1.047 1.663 0.139
32 C -0.244 0.852 0.796
33 C 4.780 -2.945 -8.630
34 C -6.047 6.171 0.133
35 C 1.342 4.756 -0.381
36 C 0.539 -0.450 1.496
37 C -4.865 5.406 0.682
38 C 3.883 -2.869 -7.417
39 C 1.105 -1.641 0.526
40 C 0.034 4.892 0.597
41 C -1.552 0.571 -0.147
42 C 3.382 -2.716 7.018
43 C -1.001 -4.081 -6.768
44 B -1.213 0.353 3.037
45 H -0.222 3.378 4.344
46 H -2.068 -0.451 0.184
47 H 1.970 -1.255 -0.182
48 H 3.249 -0.011 1.580
49 H -1.143 -6.109 -6.053
50 H -2.643 2.496 4.305
51 H -0.635 -4.212 -7.790
52 H -0.712 -4.942 -4.777
53 H -0.932 5.155 -0.049
54 H 5.064 -3.981 -8.835
55 H 0.879 1.837 -2.128
56 H 1.468 2.345 1.020
57 H -6.568 6.765 0.888
58 H -1.114 -2.410 0.101
59 H 5.684 -2.336 -8.541
60 H 2.013 1.272 3.107
61 H 1.734 -1.948 3.587
62 H -4.037 6.084 0.907
63 H -5.735 6.825 -0.686
64 H -0.129 4.003 1.339
65 H -1.397 -1.416 -3.359
66 H 5.392 -2.802 7.792
67 H 3.693 -2.062 6.199
68 H 0.296 -3.604 -0.374
69 H 1.627 -2.440 1.243
70 H 1.928 0.927 -0.189
71 H -4.511 4.615 0.014
72 H 4.322 -3.414 -6.577
73 H -2.090 -3.979 -6.787
74 H -1.175 0.401 -1.258
75 H 0.215 5.858 1.274
76 H 2.873 -3.245 -7.600
77 H 2.861 -2.121 7.773
78 H -0.444 2.875 -1.278
79 H -3.874 0.166 4.028
80 H 4.918 -4.271 6.899
81 H -3.661 -0.234 1.742

***

2.
Molecular formula: C19H37Br21N3O7P
Method: DFT, ωB97M-V/def2-TZVPD

HOMO-LUMO gap (spin up / spin down), eV: 9.15 / 4.89
Charge: +1
Spin multiplicity: 2
Energy, a.u.: -55832.3675

Cartesian coordinates (Å):
1 Br 4.217 2.190 -1.540
2 Br 3.193 1.816 -4.594
3 Br 0.562 -5.908 -6.216
4 Br 6.058 5.280 -0.078
5 Br 1.944 4.823 0.717
6 Br -2.788 3.030 -1.665
7 Br 5.144 -4.301 3.459
8 Br 4.485 -0.760 -2.993
9 Br -0.192 1.924 -3.046
10 Br 7.259 5.169 2.936
11 Br 3.219 6.378 -1.983
12 Br -1.810 -4.641 -4.310
13 Br 0.891 7.892 -0.082
14 Br -4.672 -4.485 2.136
15 Br 4.959 3.058 1.937
16 Br -3.955 -3.892 -0.867
17 Br -2.755 -0.051 -2.823
18 Br 1.152 -5.144 -2.939
19 Br -1.499 -3.423 1.359
20 Br 3.679 -4.915 0.648
21 Br 2.017 -4.025 3.410
22 P -1.920 0.592 2.639
23 O 2.238 -1.385 0.406
24 O 1.241 0.665 0.393
25 O -1.315 -0.497 -6.011
26 O 0.422 -0.874 -0.958
27 O 0.397 -1.975 -5.805
28 O -1.312 -2.697 -6.764
29 O -2.052 -0.186 1.332
30 N -2.988 0.073 3.877
31 N -0.475 0.359 3.465
32 N -2.063 2.278 2.441
33 C 3.395 0.918 -2.852
34 C 1.349 -0.643 0.066
35 C -2.593 -2.749 -7.373
36 C 5.626 4.943 1.816
37 C 0.490 -2.122 -1.586
38 C 3.625 -3.787 2.288
39 C -3.281 0.868 5.047
40 C -1.059 3.048 1.775
41 C -1.703 1.419 -1.958
42 C -3.430 2.906 2.284
43 C -0.179 -5.864 -4.311
44 C 1.651 6.197 -0.791
45 C 0.235 -0.975 3.461
46 C -3.472 -3.389 0.944
47 C 2.076 1.144 1.396
48 C -0.065 1.258 4.574
49 C -0.817 -1.649 -6.183
50 C 1.203 -0.986 -5.115
51 C -3.305 -1.343 4.033
52 H -2.751 -1.781 4.863
53 H 1.581 1.330 2.349
54 H -0.257 -1.557 4.240
55 H -3.131 1.934 4.876
56 H 1.239 -0.729 3.807
57 H -3.768 2.814 1.252
58 H -4.370 -1.562 4.108
59 H -0.130 -2.226 -2.476
60 H 2.320 2.122 0.981
61 H 0.119 -2.949 -0.980
62 H 0.239 -1.503 2.507
63 H 1.473 -2.427 -1.944
64 H 0.978 1.550 4.447
65 H 1.418 -0.203 -5.841
66 H -2.962 -1.870 3.142
67 H -1.156 4.115 1.974
68 H -0.076 2.804 2.177
69 H -4.277 0.609 5.407
70 H -2.660 0.418 5.821
71 H -3.444 3.951 2.594
72 H -2.742 -2.112 -8.245
73 H 2.085 -1.400 -4.626
74 H -0.233 0.691 5.489
75 H -4.098 2.411 2.989
76 H -1.179 2.855 0.709
77 H -2.936 -3.772 -7.528
78 H -0.695 2.132 4.741
79 H -0.492 -6.845 -3.955
80 H 0.620 -0.552 -4.303
81 H 4.889 5.685 2.122
82 H 3.756 -2.742 2.007
83 H -3.761 -2.357 1.144
84 H 0.828 5.768 -1.362
85 H 2.421 0.616 -2.465
86 H 2.991 0.582 1.586
87 H -1.503 1.075 -0.943
88 H -3.361 -2.438 -6.665

***

3.
Molecular formula: C19H37Br2NaO16
Method: DFT, ωB97M-V/def2-TZVPD

HOMO-LUMO gap, eV: 6.65
Energy, a.u.: -7260.3452

Cartesian coordinates (Å):
1 Br 3.584 1.172 3.176
2 Br 1.350 3.665 3.939
3 Na -0.994 -2.666 2.028
4 O 3.070 -3.690 1.834
5 O -0.660 0.463 -3.747
6 O 5.001 1.820 -0.235
7 O -4.072 -1.964 -1.705
8 O -2.614 -2.373 -3.376
9 O 1.054 1.654 -2.880
10 O -2.254 3.579 2.000
11 O -1.042 2.148 -2.373
12 O 4.348 -0.222 -0.760
13 O 2.309 -5.440 2.789
14 O -3.541 1.789 2.439
15 O 1.115 -3.547 2.956
16 O -2.739 3.165 4.056
17 O 6.427 0.083 0.012
18 O -1.242 -0.628 0.793
19 O -3.947 -0.717 -3.586
20 C -2.383 1.670 -2.356
21 C 3.706 2.966 -1.821
22 C 1.666 0.983 2.852
23 C -5.168 -0.015 -3.417
24 C -2.073 3.201 0.649
25 C -2.006 -3.422 -2.658
26 C 5.371 0.537 -0.298
27 C -0.381 -0.365 -0.242
28 C 3.621 2.001 -0.643
29 C -3.602 -1.710 -2.784
30 C -2.900 2.736 2.793
31 C 2.950 -2.388 1.290
32 C 0.860 2.262 2.644
33 C -0.116 1.424 -3.000
34 C 1.455 -6.130 3.696
35 C 2.073 -4.175 2.541
36 C 3.170 0.569 -0.996
37 C 0.268 -0.452 -4.337
38 C -3.062 2.207 5.052
39 H 1.038 2.640 1.643
40 H 2.944 0.533 -2.057
41 H -1.596 -3.071 -1.706
42 H -5.048 0.982 -2.994
43 H 3.981 3.977 -1.510
44 H 1.203 0.368 3.617
45 H 3.107 2.430 0.217
46 H 0.842 -0.931 -3.548
47 H -2.320 2.271 5.845
48 H 0.593 -0.901 -0.145
49 H 2.379 0.168 -0.370
50 H -5.596 0.041 -4.413
51 H 2.156 -2.308 0.546
52 H 2.876 -1.622 2.064
53 H -0.354 -1.194 -4.840
54 H -2.477 0.744 -1.792
55 H 0.849 0.021 -5.127
56 H -1.852 2.141 0.497
57 H -2.681 -4.262 -2.512
58 H -3.028 1.178 4.692
59 H -1.224 3.756 0.258
60 H -2.973 2.440 -1.861
61 H -0.754 -0.664 -1.250
62 H 2.755 3.071 -2.337
63 H 1.504 -5.625 4.663
64 H -4.067 2.375 5.436
65 H 4.519 2.635 -2.468
66 H 3.870 -2.157 0.754
67 H 1.819 -7.148 3.751
68 H -2.835 1.620 -3.345
69 H 1.647 0.438 1.909
70 H -5.849 -0.512 -2.725
71 H -0.150 0.715 -0.331
72 H 0.408 -6.125 3.391
73 H -1.122 -3.749 -3.204
74 H -0.192 2.118 2.857
75 H -2.974 3.414 0.073